Record 1
C10H16O | the ωB97M-V functional and the def2-TZVPD basis

**Energy relative to the best compared isomer or geometry (same formula, charge and spin)**: 1.495 eV
**Total charge**: +1
**2S+1**: 2
**E_tot**: -12667.6841 eV
**HOMO level (spin up / spin down)**: -13.823 / -13.828 eV

Positions of all 27 atoms, in Å:
H (0.7227, -1.1156, -4.5249)
H (-1.3555, 0.0027, -4.1814)
H (2.7266, -1.2519, 0.0719)
H (-1.3893, -1.9679, 3.1994)
O (-3.0761, 0.0933, 3.5658)
C (0.5810, -0.7142, -3.4918)
C (2.4830, -0.2088, 0.2418)
H (-0.2782, 2.2643, 0.9047)
H (-2.0976, 2.2509, 2.7072)
C (-0.5341, 0.3480, -3.5815)
H (0.0309, 1.2844, -3.7984)
H (-0.9086, 0.7631, -2.6347)
C (-1.1910, -1.0741, 2.6832)
H (2.8405, -0.0567, 1.2867)
C (0.2229, 0.2383, 1.1456)
H (0.8241, -1.6177, 1.8309)
C (-1.5746, 1.3888, 2.3848)
H (0.5336, -0.3941, -0.7143)
H (3.2047, 0.3681, -0.3306)
H (0.4053, -1.6383, -2.9971)
C (-0.0560, -0.9751, 1.8858)
C (-1.9567, 0.0906, 2.7641)
H (-3.3333, -0.8233, 3.7982)
H (1.0667, 1.3060, -0.5091)
H (1.5292, -0.2906, -3.1637)
C (-0.5009, 1.4147, 1.5364)
C (1.0808, 0.3151, -0.0789)


Record 2
C11H18FI2O2S | the ωB97M-V functional and the def2-TZVPD basis

**Total charge**: -1
**2S+1**: 1
**E_tot**: -45543.2906 eV
**HOMO level**: -2.553 eV

Positions of all 35 atoms, in Å:
H (-0.5540, -0.8999, -0.0936)
H (2.3784, -0.2719, 2.4663)
H (5.4982, -1.0752, 0.4375)
C (4.7027, -0.7988, 2.5875)
H (0.4405, 0.3008, 0.9653)
C (3.4412, 0.2494, 2.6014)
H (0.6203, -1.6551, 1.1725)
H (3.4083, 0.7110, 3.7019)
C (0.5062, -0.7538, 0.4354)
I (1.1617, 0.6239, -2.4892)
H (-4.1564, 2.9652, -0.8169)
H (-2.5005, 0.9813, -2.4703)
H (2.6975, -2.2138, 1.5252)
H (-2.4561, 2.4760, -0.5328)
H (3.5589, 1.1661, 1.8726)
C (-3.3689, 1.6387, -2.3435)
C (1.6628, -0.6410, -0.7202)
F (4.6407, -1.6522, 3.8030)
H (5.6876, -0.1287, 2.6681)
C (3.4422, -2.2746, 0.6140)
C (-3.4272, 2.1553, -0.9136)
S (-4.0253, 0.7678, 0.0312)
O (-5.0290, 1.2372, 0.9654)
H (-3.2813, 2.4577, -3.0634)
H (-4.6247, 0.2536, -3.4721)
C (-4.8314, -0.0646, -1.3286)
C (4.8626, -1.6780, 1.2134)
H (-4.3413, -1.0314, -1.4726)
H (5.5172, -2.6327, 1.5053)
H (-5.5048, 1.5280, -2.6226)
C (-4.6547, 0.8390, -2.5478)
I (4.3226, -1.0142, -2.3983)
H (-5.8871, -0.2142, -1.0884)
C (2.9822, -1.3242, -0.6412)
O (-2.8892, -0.0265, 0.4490)


Record 3
C7H17NO | the ωB97M-V functional and the def2-TZVPD basis

**Energy relative to the best compared isomer or geometry (same formula, charge and spin)**: 2.572 eV
**SMILES**: CC[C@@](C)(N)O.C=CC
**2S+1**: 1
**E_tot**: -11070.5667 eV
**HOMO level**: -8.571 eV

Positions of all 26 atoms, in Å:
H (2.0878, 0.5898, -1.3025)
H (0.1106, 2.5639, 1.4891)
H (-1.6114, 0.5430, 2.8737)
H (-0.6101, -2.2980, 1.0045)
O (-0.7959, -1.6343, 1.6823)
H (-2.9560, -0.1654, 1.9630)
C (-2.0210, 0.3877, 1.8793)
C (1.7387, -1.5702, -1.4385)
C (1.3557, -0.1361, -1.6344)
C (0.5251, 0.4646, 1.1014)
H (1.4131, -0.0685, 0.7713)
H (2.5703, -1.8315, -2.0919)
H (0.1947, 1.2726, -2.6948)
H (1.4817, 2.2942, 0.4317)
H (-0.3165, -0.4603, -2.8858)
C (0.2821, 0.2570, -2.3399)
H (2.0409, -1.7667, -0.4139)
H (-2.2331, 1.3489, 1.4201)
H (-1.5850, 0.2634, -0.8220)
H (0.9106, -2.2398, -1.6701)
C (0.4907, 1.9245, 0.6914)
C (-1.0436, -0.4129, 1.0421)
N (-1.5518, -0.6179, -0.2550)
H (-0.9356, -1.1874, -0.8271)
H (-0.1728, 2.0932, -0.1586)
H (0.6309, 0.3864, 2.1847)


Record 4
C3H5F2N3 | the ωB97M-V functional and the def2-TZVPD basis

**Energy relative to the best compared isomer or geometry (same formula, charge and spin)**: 6.147 eV
**2S+1**: 1
**E_tot**: -13089.9192 eV
**HOMO level (spin up / spin down)**: -10.053 / -8.770 eV

Positions of all 13 atoms, in Å:
N (0.9438, -0.6874, -0.3546)
H (-1.7185, -0.4522, -1.0674)
F (1.7144, -1.8121, -0.1724)
H (-1.0031, 2.2183, -0.4446)
C (-0.4948, 1.3346, -0.5014)
C (-0.2569, -0.8640, 0.4526)
F (2.4162, 0.8322, 1.2140)
N (0.7635, 1.4515, -0.7270)
H (-2.0399, 0.2185, 0.5165)
H (-0.3814, -1.9877, 0.5472)
N (1.5093, 0.3299, -0.7737)
H (-0.1979, -0.5644, 1.4908)
C (-1.2548, -0.0171, -0.1801)


Q: E_tot of number 4 (C3H5F2N3)?
A: -13089.9192 eV


Q: Look up the 2S+1 of the second one.
A: 1